# 1
{
  "formula": "C2H7N4O",
  "method": "ωB97M-V with the def2-TZVPD basis set",
  "homo_energy_ev": -13.57,
  "e_tot_ev": -10185.6352,
  "homo_lumo_gap_ha": 0.3420,
  "lumo_energy_ha": -0.157,
  "charge": 1,
  "symbols": ["C", "C", "N", "N", "N", "N", "O", "H", "H", "H", "H", "H", "H", "H"],
  "xyz": [[-1.89810, -1.55243, 0.59104], [1.60189, -0.25838, -0.04899], [-2.57603, -0.71749, 1.12464], [1.08395, 0.76972, -0.57752], [-1.06265, -2.04035, -0.10195], [-0.25360, 0.81796, -0.88148], [2.77457, -0.21585, 0.52624], [-2.91737, -0.29350, 2.04527], [1.63301, 1.70110, -0.73356], [-0.98899, -2.74304, -0.82649], [1.43212, -1.35129, -0.27637], [-0.65878, -0.10322, -0.94901], [-0.51367, 1.48345, -1.64025], [3.03953, 0.61384, 0.86480]],
  "forces_ev_per_a": [[-2.05, 2.42, 1.68], [2.86, -2.50, -0.57], [-1.04, 0.85, 1.97], [-0.09, 2.72, -0.98], [2.74, -1.64, -2.23], [-1.06, 1.55, -1.01], [-0.05, -1.45, -0.10], [0.92, -1.65, -2.16], [-1.32, -2.19, 0.94], [-0.66, -0.04, 0.67], [-1.35, 1.55, 0.46], [-0.13, -0.37, -0.05], [0.67, -1.02, 0.75], [0.56, 1.77, 0.62]]
}

# 2
{
  "formula": "C5H8FN",
  "method": "ωB97M-V with the def2-TZVPD basis set",
  "homo_energy_ev": -9.38,
  "e_tot_ev": -9519.2817,
  "homo_lumo_gap_ha": 0.3734,
  "lumo_energy_ha": 0.029,
  "smiles": "C=C(C)F.C=C=N",
  "charge": 0,
  "symbols": ["C", "C", "C", "C", "C", "N", "F", "H", "H", "H", "H", "H", "H", "H", "H"],
  "xyz": [[-2.60891, -0.19497, 0.62254], [1.36957, 1.43466, -0.50434], [2.10642, -0.96230, -0.67317], [-2.27371, -1.41044, 0.60856], [1.67633, 0.02382, 0.13984], [-3.06776, 0.94609, 0.85616], [1.65578, -0.12292, 1.49231], [0.31088, 1.45724, -0.74461], [1.46269, 2.12798, 0.27377], [1.88748, 1.54656, -1.41178], [2.10241, -0.80218, -1.68539], [-2.75436, 1.66608, 0.22233], [2.22439, -1.87396, -0.29417], [-2.78745, -2.16615, 0.14035], [-1.30376, -1.66949, 0.95760]],
  "forces_ev_per_a": [[-2.17, 4.72, 0.83], [-1.62, -3.06, 2.11], [-1.69, 3.65, 2.46], [1.91, -1.37, 0.31], [1.15, 0.44, -2.57], [1.07, -1.98, -0.12], [-0.37, 0.38, -0.98], [-0.31, -0.10, -0.11], [0.78, 1.59, 0.67], [1.05, 0.43, -0.71], [0.11, 0.36, -2.21], [-0.08, 0.18, -0.43], [0.87, -3.71, 1.35], [-1.35, -1.39, -1.12], [0.65, -0.15, 0.53]]
}

# 3
{
  "formula": "C4H9BO2",
  "method": "ωB97M-V with the def2-TZVPD basis set",
  "homo_energy_ev": -9.25,
  "e_tot_ev": -9063.9271,
  "homo_lumo_gap_ha": 0.3532,
  "lumo_energy_ha": 0.013,
  "smiles": "C=CC[C@@H](O)BO",
  "charge": 0,
  "symbols": ["B", "C", "C", "C", "C", "O", "O", "H", "H", "H", "H", "H", "H", "H", "H", "H"],
  "xyz": [[-1.62783, -0.05737, -1.09950], [0.18842, -0.10850, 0.87214], [1.45103, 0.01165, 0.04456], [2.57529, -0.68687, 0.31380], [-1.20794, 0.49929, 0.40895], [-1.84489, -1.35519, -1.17501], [-1.09462, 1.95044, 0.44669], [0.60139, 0.51164, 1.77771], [-0.00584, -1.09781, 1.22126], [-1.70158, 0.90434, -1.82107], [1.35046, 0.71007, -0.86551], [2.57604, -1.19360, 1.25340], [3.59656, -0.52844, 0.03047], [-2.02278, 0.06778, 1.11643], [-2.11264, -1.79884, -2.00374], [-0.72107, 2.17142, -0.52057]],
  "forces_ev_per_a": [[0.67, 2.35, 2.51], [0.32, 2.11, 1.73], [0.12, -0.14, -2.40], [-1.15, 1.51, 0.85], [0.81, -1.16, -0.35], [-0.46, -1.61, -1.11], [0.72, -0.35, -3.30], [-1.56, -1.02, -1.00], [0.22, -0.88, 0.20], [-0.19, -0.73, -0.93], [0.55, -0.98, 1.38], [-0.31, -0.84, 0.52], [0.04, 0.25, -1.18], [1.34, 1.26, -0.77], [0.24, 0.64, 0.53], [-1.34, -0.40, 3.32]]
}

# 4
{
  "formula": "C5H17N2O",
  "method": "ωB97M-V with the def2-TZVPD basis set",
  "homo_energy_ev": -12.95,
  "e_tot_ev": -10482.2133,
  "homo_lumo_gap_ha": 0.3685,
  "lumo_energy_ha": -0.107,
  "charge": 1,
  "symbols": ["C", "N", "C", "C", "C", "N", "C", "H", "H", "H", "H", "H", "H", "H", "H", "H", "H", "H", "H", "H", "H", "H", "H", "H", "O"],
  "xyz": [[1.06321, -0.66258, 0.82841], [0.97418, 0.09878, -0.39657], [1.42131, -0.67974, -1.58978], [1.64562, 0.22065, -2.79156], [0.38285, 0.18016, 1.88766], [-1.06817, 0.22239, 1.47621], [-1.90861, 1.09801, 2.31455], [0.48255, -1.56825, 0.65877], [2.04776, -1.03030, 1.12478], [1.56513, 0.92260, -0.35883], [2.37073, -1.14372, -1.31830], [0.65399, -1.42699, -1.77849], [0.80773, 0.88695, -2.99054], [1.70799, -0.42911, -3.66137], [2.61134, 0.70779, -2.73653], [0.72509, 1.21053, 1.82871], [0.42581, -0.21903, 2.89252], [-1.42922, -0.72968, 1.46113], [-1.04534, 0.55465, 0.50120], [-2.92042, 1.18645, 1.93445], [-1.45182, 2.07486, 2.37867], [-1.99562, 0.70430, 3.32734], [-2.78730, -1.17319, -1.18778], [-2.27261, -0.32637, -2.33211], [-2.00619, -0.67917, -1.47254]],
  "forces_ev_per_a": [[-0.18, 0.02, -0.11], [0.34, 0.04, -0.89], [-0.21, 0.75, 0.78], [-0.20, -0.91, -0.27], [-0.41, -0.41, -0.30], [0.17, 0.40, 0.12], [-0.42, 0.09, 0.70], [-0.15, -0.27, 0.11], [0.26, 0.35, 0.09], [0.09, 0.04, 0.21], [0.02, -0.45, -0.23], [0.07, -0.14, -0.06], [0.16, 0.26, 0.24], [0.07, -0.05, -0.19], [-0.05, 0.53, 0.10], [0.13, 0.01, 0.31], [0.14, 0.03, 0.20], [-0.07, 0.01, -0.09], [-0.05, -0.31, -0.28], [0.04, -0.05, -0.36], [0.10, 0.21, -0.14], [0.24, -0.15, -0.10], [0.12, -0.02, -0.15], [0.18, 0.02, 0.09], [-0.39, -0.01, 0.22]]
}

# 5
{
  "formula": "C2H3Br2FSi",
  "method": "ωB97M-V with the def2-TZVPD basis set",
  "homo_energy_ev": -9.28,
  "e_tot_ev": -152804.1137,
  "homo_lumo_gap_ha": 0.3075,
  "lumo_energy_ha": -0.034,
  "charge": 0,
  "symbols": ["C", "C", "F", "Si", "Br", "Br", "H", "H", "H"],
  "xyz": [[-0.32247, -0.12780, -0.01590], [0.82802, -0.38409, 0.59717], [2.88312, 0.84348, 2.06323], [2.42698, 0.63027, 0.54820], [3.93904, -1.84703, -0.11604], [3.46628, 2.27601, -0.37031], [-1.07048, -0.94165, 0.23055], [-0.58073, 0.54114, -0.84793], [1.04218, -1.41225, 1.06760]],
  "forces_ev_per_a": [[-1.02, -2.32, 0.07], [1.33, 0.12, -0.52], [-0.37, -0.21, -0.29], [1.39, -3.16, 0.89], [-1.19, 2.13, 0.46], [-0.47, 0.05, -0.61], [0.44, 1.22, -0.72], [0.31, 0.26, 0.96], [-0.42, 1.91, -0.24]]
}

# 6
{
  "formula": "C5H11NO2",
  "method": "ωB97M-V with the def2-TZVPD basis set",
  "homo_energy_ev": -10.18,
  "e_tot_ev": -10948.4564,
  "homo_lumo_gap_ha": 0.3917,
  "lumo_energy_ha": 0.018,
  "smiles": "NC(=O)O.C=CCC",
  "charge": 0,
  "symbols": ["N", "C", "O", "O", "H", "H", "H", "C", "C", "C", "C", "H", "H", "H", "H", "H", "H", "H", "H"],
  "xyz": [[-1.60074, 1.07666, 0.37291], [-2.62681, 1.33008, 1.25056], [-3.67006, 0.45853, 1.15451], [-2.65625, 2.23460, 2.03550], [-1.46101, 0.13070, 0.06711], [-0.79229, 1.66303, 0.49268], [-3.61678, -0.04814, 0.33457], [0.43240, -1.79455, -0.32899], [1.69034, -1.16814, -0.93868], [1.64195, 0.33189, -0.89116], [2.13572, 1.06880, 0.09051], [-0.45412, -1.33801, -0.76532], [0.38523, -2.86504, -0.51484], [0.39837, -1.63577, 0.74970], [1.71696, -1.49859, -1.97850], [2.57957, -1.52920, -0.42697], [1.17783, 0.82854, -1.73957], [2.09473, 2.14799, 0.09216], [2.62498, 0.60660, 0.94383]],
  "forces_ev_per_a": [[-0.42, 0.20, 0.08], [-0.08, -0.08, 0.00], [0.04, 0.00, -0.08], [0.04, 0.04, -0.02], [0.25, 0.07, 0.01], [0.14, -0.20, -0.02], [0.00, 0.03, 0.09], [0.14, 0.06, 0.25], [-0.46, -0.04, -0.11], [0.12, 0.06, -0.19], [0.14, -0.10, 0.26], [-0.12, -0.08, -0.14], [0.00, -0.07, -0.03], [-0.02, 0.04, 0.01], [0.32, 0.06, -0.02], [0.07, -0.09, 0.00], [-0.09, 0.00, 0.04], [-0.08, 0.08, -0.07], [-0.01, 0.01, -0.05]]
}